Entry 1:
Molecular formula: C49H132N4O15
Method: DFT, the ωB97M-V functional and the def2-TZVPD basis

Summary:
HOMO-LUMO gap in eV: 9.55
LUMO energy in eV: 0.4
2S+1: 1

```
200
Properties=species:S:1:pos:R:3:lowdin_charge:R:1
C 22.408 14.986 16.086 -0.043
C 21.256 14.526 16.926 -0.473
C 21.290 15.393 18.199 -0.043
O 20.053 14.703 16.212 -0.078
H 23.345 14.685 16.596 0.100
H 22.497 16.053 16.148 0.059
H 22.239 14.645 15.075 0.076
H 21.353 13.497 17.261 0.134
H 21.259 16.491 17.939 0.086
H 22.228 15.183 18.708 0.083
H 20.482 15.142 18.843 0.044
H 19.429 14.090 16.622 0.043
C 16.880 15.558 20.897 -0.069
C 16.631 16.160 19.543 -0.411
C 17.963 16.819 18.963 -0.006
O 16.158 15.118 18.668 -0.096
H 17.154 16.399 21.558 0.093
H 17.722 14.845 20.944 0.090
H 16.083 14.943 21.295 0.062
H 15.823 16.930 19.677 0.140
H 17.841 16.897 17.865 0.054
H 18.862 16.239 19.171 0.055
H 18.047 17.780 19.345 0.045
H 16.434 15.388 17.790 0.029
C 13.723 15.615 9.816 -0.050
C 13.139 16.591 8.789 -0.518
C 11.653 16.812 9.051 -0.048
O 13.921 17.742 8.852 -0.037
H 14.770 15.297 9.598 0.093
H 13.063 14.761 9.904 0.067
H 13.798 16.116 10.765 0.050
H 13.184 16.085 7.781 0.145
H 11.543 17.455 9.940 0.088
H 11.318 15.830 9.272 0.056
H 11.078 17.196 8.197 0.084
H 13.380 18.351 8.371 0.081
C 12.361 17.115 13.724 -0.068
C 10.899 17.013 14.059 -0.463
C 10.145 18.251 13.630 -0.054
O 10.353 15.824 13.415 -0.063
H 12.828 16.146 13.999 0.065
H 12.904 17.846 14.354 0.087
H 12.530 17.313 12.658 0.072
H 10.798 16.853 15.155 0.114
H 10.067 18.956 14.459 0.074
H 9.104 18.021 13.409 0.073
H 10.475 18.840 12.753 0.081
H 10.630 15.050 13.871 0.001
C 19.738 18.907 13.768 -0.056
C 20.321 17.915 14.758 -0.512
C 21.029 18.805 15.807 -0.040
O 19.312 17.138 15.288 -0.072
H 20.497 19.619 13.486 0.073
H 18.913 19.375 14.338 0.069
H 19.264 18.405 12.865 0.096
H 21.034 17.273 14.223 0.132
H 21.882 19.333 15.396 0.080
H 21.354 18.250 16.679 0.051
H 20.387 19.565 16.173 0.047
H 19.581 16.265 15.627 0.044
C 11.696 10.915 13.936 -0.053
C 11.660 12.344 13.435 -0.382
C 10.981 12.472 12.093 -0.055
O 10.838 13.228 14.400 -0.109
H 12.228 10.756 14.924 0.093
H 12.186 10.281 13.216 0.074
H 10.708 10.564 14.092 0.071
H 12.571 12.856 13.424 0.094
H 10.967 13.499 11.809 0.054
H 9.954 12.126 12.106 0.082
H 11.558 11.960 11.274 0.099
H 10.205 12.658 14.842 0.031
C 16.796 19.422 16.658 -0.080
C 16.730 20.460 17.750 -0.508
C 18.128 21.117 17.868 -0.052
O 15.723 21.402 17.471 -0.043
H 16.940 19.944 15.683 0.079
H 15.862 18.788 16.619 0.098
H 17.629 18.697 16.782 0.059
H 16.523 19.956 18.694 0.126
H 18.036 22.096 18.367 0.080
H 18.598 21.320 16.895 0.073
H 18.759 20.431 18.449 0.074
H 15.493 21.339 16.528 0.085
C 14.070 12.716 20.623 -0.051
C 15.095 11.857 19.868 -0.498
C 14.534 11.095 18.635 -0.048
O 16.252 12.565 19.486 -0.110
H 14.364 12.900 21.715 0.099
H 13.129 12.137 20.564 0.077
H 14.013 13.728 20.136 0.064
H 15.485 11.150 20.585 0.123
H 13.799 10.312 18.876 0.077
H 15.448 10.707 18.084 0.062
H 14.076 11.855 17.937 0.075
H 16.178 13.521 19.182 0.049
C 15.866 8.319 9.548 -0.067
C 16.167 7.837 10.928 -0.493
C 14.963 7.097 11.509 -0.049
O 17.272 6.949 11.123 -0.063
H 16.762 8.721 8.995 0.100
H 15.122 9.088 9.599 0.072
H 15.390 7.532 9.004 0.073
H 16.321 8.695 11.570 0.101
H 14.061 7.584 11.190 0.070
H 14.959 7.103 12.599 0.082
H 14.845 6.097 11.251 0.059
H 18.120 7.108 10.640 0.109
C 15.791 19.866 10.450 -0.067
C 15.161 20.511 11.669 -0.444
C 15.307 19.544 12.898 -0.060
O 15.820 21.806 11.913 -0.065
H 16.869 19.864 10.618 0.080
H 15.468 20.417 9.533 0.094
H 15.482 18.791 10.435 0.073
H 14.102 20.741 11.467 0.131
H 14.806 18.581 12.757 0.046
H 14.980 19.996 13.884 0.079
H 16.330 19.162 13.076 0.065
H 15.273 22.262 12.539 0.060
C 11.667 15.919 19.431 -0.044
C 12.052 16.646 18.138 -0.407
C 12.462 15.632 17.080 -0.039
O 10.930 17.438 17.566 -0.062
H 12.472 15.250 19.677 0.049
H 10.732 15.366 19.350 0.084
H 11.460 16.628 20.174 0.056
H 12.859 17.287 18.420 0.121
H 11.665 15.199 16.508 0.070
H 12.992 14.810 17.619 0.086
H 13.114 16.131 16.374 0.050
H 10.895 18.329 17.907 0.074
C 18.192 10.198 17.237 -0.049
C 18.796 11.500 16.743 -0.422
C 19.154 11.436 15.202 -0.211
O 20.238 10.597 15.022 -0.204
C 20.059 9.312 14.352 -0.040
N 18.011 12.695 16.861 0.064
H 17.898 10.273 18.297 0.081
H 18.895 9.355 17.003 0.090
H 17.261 10.068 16.702 0.054
H 19.788 11.598 17.284 0.147
H 19.475 12.435 14.869 0.109
H 18.187 11.188 14.739 0.109
H 21.077 8.987 14.441 0.082
H 19.699 9.482 13.317 0.095
H 19.399 8.751 15.021 0.073
H 17.669 12.691 17.805 0.056
H 17.152 12.627 16.235 0.084
C 6.332 14.600 16.040 -0.065
C 7.581 13.893 15.638 -0.460
C 8.096 13.077 16.821 -0.241
O 9.406 12.738 16.610 -0.227
C 10.115 11.860 17.525 -0.035
N 7.616 13.104 14.442 0.064
H 6.598 15.204 16.926 0.091
H 5.496 13.883 16.221 0.097
H 6.043 15.248 15.270 0.056
H 8.337 14.690 15.449 0.151
H 7.464 12.212 16.980 0.128
H 8.018 13.683 17.738 0.126
H 11.144 12.044 17.379 0.063
H 9.850 10.834 17.388 0.080
H 9.856 12.162 18.546 0.090
H 8.007 13.604 13.659 0.074
H 6.745 12.671 14.192 0.073
C 20.603 14.252 12.326 -0.042
C 20.130 13.687 10.947 -0.344
C 18.743 13.190 10.729 -0.245
O 18.509 12.013 11.472 -0.178
C 17.201 11.578 11.299 -0.115
N 20.165 14.861 9.952 0.052
H 21.673 14.515 12.261 0.084
H 20.512 13.500 13.110 0.053
H 19.989 15.056 12.727 0.070
H 20.781 12.899 10.700 0.117
H 18.500 13.025 9.659 0.130
H 18.053 14.035 10.984 0.128
H 16.945 10.812 12.018 0.063
H 17.099 11.243 10.304 0.070
H 16.537 12.435 11.567 0.101
H 20.434 15.729 10.355 0.048
H 20.879 14.789 9.319 0.022
C 16.009 15.500 13.445 -0.033
C 15.635 15.353 14.917 -0.381
C 15.046 14.025 15.264 -0.236
O 15.863 13.067 14.704 -0.204
C 15.382 11.727 14.867 -0.054
N 16.824 15.550 15.785 0.084
H 15.123 15.374 12.818 0.070
H 16.771 14.708 13.267 0.083
H 16.427 16.442 13.144 0.061
H 14.853 16.131 15.141 0.122
H 14.007 13.938 14.975 0.121
H 15.123 13.924 16.298 0.093
H 16.117 11.084 14.392 0.072
H 14.399 11.557 14.478 0.061
H 15.369 11.437 15.955 0.079
H 17.508 14.778 15.670 0.076
H 17.239 16.411 15.517 0.037
```

---

Entry 2:
Molecular formula: C49H132N8O19
Method: DFT, the ωB97M-V functional and the def2-TZVPD basis

Summary:
HOMO-LUMO gap in eV: 8.43
LUMO energy in eV: 0.6
2S+1: 1

```
208
Properties=species:S:1:pos:R:3:lowdin_charge:R:1
C 4.553 26.399 21.984 -0.106
O 4.366 25.148 22.591 -0.190
C 5.424 24.255 22.447 -0.219
C 5.172 22.947 23.238 -0.170
N 4.366 22.069 22.430 -0.087
C 4.074 20.785 23.114 -0.178
C 2.788 20.129 22.600 -0.177
O 1.672 21.000 22.897 -0.192
C 0.423 20.387 22.755 -0.127
H 4.670 26.266 20.909 0.090
H 5.448 26.841 22.421 0.082
H 3.732 27.064 22.254 0.089
H 6.373 24.756 22.638 0.100
H 5.511 23.995 21.392 0.105
H 4.618 23.067 24.169 0.122
H 6.040 22.385 23.582 0.107
H 3.456 22.464 22.237 0.118
H 4.097 20.807 24.204 0.109
H 4.965 20.220 22.840 0.111
H 2.655 19.150 23.061 0.104
H 2.846 19.970 21.524 0.125
H 0.424 19.862 21.800 0.089
H -0.415 21.082 22.694 0.082
H 0.133 19.818 23.638 0.086
C 16.357 13.558 20.092 -0.083
O 15.018 13.617 19.548 -0.192
C 14.422 14.936 19.709 -0.188
C 12.948 14.967 19.281 -0.195
N 12.053 14.098 20.010 -0.065
C 10.726 14.183 19.465 -0.200
C 9.680 13.236 20.158 -0.183
O 9.315 13.693 21.458 -0.208
C 8.403 12.814 22.113 -0.093
H 16.723 12.540 19.958 0.088
H 16.226 13.823 21.142 0.070
H 17.016 14.310 19.659 0.085
H 14.926 15.710 19.129 0.121
H 14.545 15.328 20.719 0.079
H 12.871 14.704 18.226 0.119
H 12.500 15.959 19.324 0.104
H 12.328 13.150 19.794 0.121
H 10.766 13.900 18.413 0.120
H 10.312 15.191 19.474 0.094
H 9.989 12.193 20.087 0.121
H 8.802 13.323 19.518 0.111
H 7.415 12.707 21.664 0.072
H 8.293 13.159 23.141 0.080
H 8.845 11.818 22.127 0.089
C 15.635 20.443 16.731 -0.119
O 15.267 21.250 17.833 -0.190
C 14.064 20.788 18.458 -0.182
C 14.290 19.566 19.445 -0.233
N 13.246 19.388 20.341 -0.069
C 13.387 18.243 21.272 -0.166
C 14.668 18.223 22.080 -0.192
O 15.748 17.690 21.292 -0.205
C 16.616 16.858 22.059 -0.103
H 16.386 21.012 16.183 0.085
H 14.772 20.200 16.111 0.085
H 16.142 19.544 17.079 0.082
H 13.248 20.589 17.763 0.111
H 13.727 21.623 19.073 0.109
H 15.269 19.648 19.917 0.120
H 14.291 18.685 18.803 0.109
H 12.379 19.410 19.824 0.077
H 13.236 17.351 20.664 0.092
H 12.543 18.271 21.960 0.101
H 14.546 17.738 23.048 0.102
H 14.885 19.273 22.275 0.128
H 16.828 17.325 23.020 0.085
H 17.579 16.666 21.585 0.090
H 16.101 15.926 22.293 0.061
C 11.005 21.650 21.679 -0.128
O 10.796 22.581 22.691 -0.191
C 10.367 23.843 22.196 -0.199
C 9.955 24.699 23.387 -0.207
N 8.724 24.258 24.024 -0.042
C 8.545 24.905 25.309 -0.202
C 9.465 24.281 26.370 -0.155
O 9.260 22.829 26.668 -0.216
C 8.058 22.398 27.330 -0.103
H 11.425 20.794 22.207 0.073
H 11.715 21.913 20.894 0.081
H 10.107 21.295 21.173 0.065
H 9.568 23.766 21.459 0.121
H 11.277 24.282 21.787 0.124
H 9.863 25.730 23.046 0.122
H 10.808 24.695 24.065 0.106
H 8.773 23.269 24.221 0.073
H 7.534 24.606 25.585 0.102
H 8.643 25.990 25.334 0.125
H 9.402 24.888 27.273 0.113
H 10.502 24.371 26.048 0.105
H 7.954 21.327 27.505 0.073
H 7.181 22.822 26.840 0.084
H 8.171 22.820 28.328 0.079
C 6.701 16.528 18.870 -0.079
O 6.077 15.371 18.280 -0.153
C 5.576 14.557 19.310 -0.251
C 4.880 13.291 18.797 -0.228
N 3.538 13.551 18.366 -0.068
C 2.828 12.428 17.742 -0.189
C 1.342 12.840 17.467 -0.176
O 1.127 13.651 16.262 -0.198
C 1.554 12.951 15.091 -0.125
H 6.056 16.953 19.639 0.086
H 6.832 17.383 18.206 0.083
H 7.683 16.272 19.268 0.068
H 4.854 14.999 19.995 0.102
H 6.365 14.244 19.994 0.096
H 4.849 12.611 19.648 0.111
H 5.466 12.811 18.014 0.119
H 3.664 14.280 17.679 0.114
H 2.874 11.613 18.466 0.117
H 3.285 12.095 16.810 0.099
H 0.863 13.402 18.269 0.117
H 0.731 11.941 17.394 0.105
H 2.634 13.086 15.022 0.078
H 1.001 13.381 14.256 0.086
H 1.305 11.893 15.018 0.085
C 6.307 16.031 29.054 -0.105
O 6.017 15.314 27.832 -0.227
C 6.759 14.041 27.745 -0.157
C 6.164 13.102 26.604 -0.174
N 6.127 13.821 25.310 -0.039
C 5.348 13.076 24.325 -0.224
C 5.001 13.948 23.143 -0.190
O 4.269 15.119 23.626 -0.189
C 4.267 16.197 22.752 -0.125
H 7.366 16.176 29.264 0.074
H 5.798 15.595 29.914 0.083
H 5.854 17.018 28.966 0.074
H 6.740 13.544 28.715 0.110
H 7.765 14.390 27.511 0.110
H 5.226 12.684 26.968 0.107
H 6.845 12.256 26.508 0.108
H 5.810 14.773 25.421 0.091
H 4.414 12.649 24.690 0.116
H 5.927 12.225 23.968 0.112
H 4.469 13.400 22.365 0.122
H 5.951 14.276 22.722 0.092
H 5.283 16.508 22.510 0.081
H 3.575 16.967 23.092 0.079
H 3.748 15.851 21.858 0.080
C 10.074 18.127 18.455 -0.133
O 10.532 18.573 19.710 -0.157
H 10.449 17.107 18.376 0.062
H 8.997 18.201 18.307 0.061
H 10.489 18.788 17.694 0.081
H 10.122 18.090 20.431 0.015
C 7.147 21.766 20.557 -0.163
O 5.908 21.102 20.316 -0.135
H 7.345 21.607 21.617 0.062
H 7.957 21.341 19.965 0.069
H 7.162 22.833 20.335 0.066
H 5.299 21.391 21.000 -0.003
C 12.767 15.450 23.415 -0.153
O 11.686 15.474 22.580 -0.146
H 13.606 15.161 22.782 0.067
H 12.988 16.414 23.872 0.072
H 12.683 14.620 24.117 0.087
H 11.619 14.701 22.015 0.055
C 5.261 18.167 25.913 -0.110
O 5.848 19.372 25.397 -0.143
H 5.861 17.827 26.757 0.059
H 4.243 18.327 26.268 0.084
H 5.176 17.489 25.064 0.059
H 6.648 19.161 24.909 0.018
C 11.973 19.101 25.299 -0.169
O 13.240 18.950 25.917 -0.118
H 11.553 18.098 25.220 0.072
H 11.321 19.712 25.923 0.066
H 12.138 19.550 24.319 0.069
H 13.469 19.835 26.210 0.076
C 7.225 20.516 30.382 -0.030
C 8.573 19.899 30.894 -0.426
C 9.469 19.419 29.710 -0.151
O 8.654 18.542 28.894 -0.206
C 9.357 17.826 27.949 -0.133
N 9.306 20.757 31.819 0.031
H 6.580 19.740 29.968 0.075
H 7.498 21.226 29.601 0.034
H 6.796 21.220 31.094 0.075
H 8.299 18.995 31.438 0.123
H 10.302 18.815 30.069 0.120
H 9.833 20.281 29.151 0.124
H 9.990 18.455 27.323 0.069
H 8.703 17.301 27.253 0.082
H 10.014 17.066 28.371 0.092
H 8.687 20.859 32.611 0.068
H 9.985 20.081 32.141 0.065
C 8.427 16.481 23.978 -0.010
C 8.505 17.348 22.668 -0.348
C 8.997 18.838 22.917 -0.132
O 8.178 19.370 23.945 -0.211
C 8.601 20.613 24.356 -0.113
N 9.411 16.755 21.709 0.055
H 7.604 16.849 24.592 0.055
H 9.357 16.518 24.544 0.076
H 8.153 15.459 23.713 0.053
H 7.528 17.413 22.187 0.121
H 8.947 19.438 22.008 0.113
H 9.991 18.770 23.357 0.108
H 7.945 20.983 25.145 0.077
H 8.745 21.347 23.564 0.069
H 9.588 20.538 24.812 0.082
H 9.014 15.898 21.351 0.053
H 10.258 16.527 22.210 0.042
```

---

Entry 3:
Molecular formula: C49H32Cl3N5OsSeSi
Method: DFT, the ωB97M-V functional and the def2-TZVPD basis

Summary:
HOMO-LUMO gap (spin up / spin down) in eV: 4.47 / 4.68
LUMO energy (spin up / spin down) in eV: -1.3 / -2.8
2S+1: 5

```
92
Properties=species:S:1:pos:R:3:lowdin_charge:R:1
Os -0.098 0.032 0.173 1.336
C -1.445 -4.350 -5.881 -0.087
C -1.582 -4.725 -4.554 -0.071
C -1.385 -3.803 -3.539 -0.013
C -1.036 -2.492 -3.851 -0.209
C -0.920 -2.114 -5.182 -0.037
C -1.127 -3.039 -6.191 -0.079
C -0.730 -1.549 -2.751 -0.067
C -1.780 -0.775 -2.196 -0.255
C -3.045 -0.540 -2.780 0.010
C -3.681 0.404 -2.004 0.016
C -2.823 0.690 -0.914 -0.248
N -1.660 -0.013 -1.064 -0.134
C -3.177 1.412 0.250 -0.043
C -2.469 1.396 1.450 -0.218
C -2.996 1.788 2.721 0.034
C -2.087 1.430 3.664 0.026
C -0.934 0.915 2.978 -0.224
C 0.322 0.580 3.502 -0.082
C 0.533 0.274 4.915 -0.186
C 1.317 -0.851 5.209 -0.065
C 1.459 -1.305 6.504 -0.069
C 0.814 -0.657 7.545 -0.082
C 0.084 0.489 7.279 -0.077
C -0.038 0.965 5.987 -0.033
C 1.490 0.493 2.660 -0.256
N 1.493 0.256 1.317 -0.119
C 2.777 0.456 0.851 -0.246
C 3.165 0.253 -0.513 -0.083
C 4.427 0.806 -1.026 -0.182
C 5.672 0.622 -0.428 -0.035
C 6.804 1.214 -0.959 -0.077
C 6.723 2.001 -2.096 -0.082
C 5.493 2.181 -2.708 -0.067
C 4.361 1.590 -2.183 -0.039
C 2.368 -0.435 -1.444 -0.276
C 2.816 -1.066 -2.653 0.033
C 1.745 -1.700 -3.203 0.041
C 0.606 -1.388 -2.391 -0.252
N 1.034 -0.673 -1.308 -0.146
C 3.586 0.852 1.932 0.011
C 2.791 0.834 3.069 0.002
N -1.210 0.892 1.634 -0.077
C -4.440 2.182 0.174 -0.210
C -5.647 1.730 0.695 -0.033
C -6.795 2.491 0.549 -0.077
C -6.749 3.711 -0.107 -0.084
C -5.545 4.171 -0.615 -0.064
C -4.400 3.409 -0.480 -0.009
H -1.582 -5.073 -6.674 0.102
H -1.825 -5.749 -4.309 0.105
H -1.464 -4.101 -2.502 0.097
H -0.640 -1.097 -5.419 0.125
H -1.022 -2.738 -7.222 0.103
H -3.418 -1.016 -3.666 0.114
H -4.658 0.820 -2.150 0.115
H -3.959 2.237 2.868 0.117
H -2.203 1.523 4.725 0.098
H 1.781 -1.391 4.399 0.101
H 2.059 -2.180 6.704 0.106
H 0.884 -1.036 8.554 0.102
H -0.401 1.014 8.089 0.104
H -0.546 1.901 5.820 0.105
H 5.766 -0.029 0.427 0.113
H 7.760 1.054 -0.483 0.104
H 7.611 2.458 -2.507 0.103
H 5.415 2.786 -3.600 0.106
H 3.402 1.748 -2.659 0.090
H 3.828 -1.067 -3.006 0.121
H 1.707 -2.288 -4.099 0.118
H 4.618 1.131 1.881 0.099
H 3.086 1.076 4.071 0.116
H -5.691 0.775 1.198 0.124
H -7.730 2.125 0.949 0.103
H -7.651 4.291 -0.239 0.102
H -5.487 5.123 -1.123 0.106
H -3.462 3.766 -0.878 0.100
Cl -2.732 -2.601 0.560 0.268
Si -0.737 -2.173 0.919 -0.667
Cl -0.536 -2.538 2.947 0.320
Cl 0.245 -3.749 0.015 0.270
Se 0.784 2.395 -1.172 0.786
C -0.225 3.989 -0.925 -0.656
C -0.110 4.758 0.227 -0.112
C -0.799 5.958 0.285 -0.157
N -1.573 6.405 -0.691 0.051
C -1.690 5.664 -1.779 -0.178
C -1.038 4.454 -1.954 -0.139
H 0.517 4.435 1.045 0.095
H -0.722 6.604 1.150 0.102
H -2.330 6.064 -2.557 0.104
H -1.146 3.885 -2.865 0.094
```

---

Here are the calculated max |F| numbers, same order: 0.0708, 0.0587, 0.0281 (Eh/bohr).